[1]
This record from the OMol25 dataset describes 2 unconnected molecules or ions with the total composition C3H10N2O2. The level of theory is ωB97M-V/def2-TZVPD.

Output
Total charge   0
Energy relative to the best compared isomer or geometry (same formula, charge and spin)   0.893 eV
Orbital gap   10.5 eV
LUMO   0.9 eV

Geometry (Å):
N1 -1.511 2.267 1.067
C1 -0.423 1.523 0.485
C2 -0.931 0.312 -0.301
N2 0.083 -0.717 -0.444
C3 0.172 -1.538 -1.503
O1 0.960 -2.466 -1.552
H1 -2.274 2.469 0.438
H2 -1.221 3.121 1.521
H3 0.236 2.067 -0.208
H4 0.206 1.208 1.323
H5 -1.284 0.656 -1.273
H6 -1.750 -0.120 0.284
H7 0.851 -0.729 0.224
H8 -0.557 -1.307 -2.289
O2 2.309 -1.937 0.908
H9 1.968 -2.517 0.195
H10 3.168 -2.293 1.125

---

[2]
This record from the OMol25 dataset describes 2 unconnected molecules or ions with the total composition C4H12N2O. The level of theory is ωB97M-V/def2-TZVPD.

Output
Total charge   0
Energy relative to the best compared isomer or geometry (same formula, charge and spin)   2.402 eV
Orbital gap   8.8 eV
LUMO   1.0 eV

Geometry (Å):
N1 -2.260 0.699 0.513
C1 -0.922 1.010 0.379
C2 -0.046 0.336 -0.404
C3 1.463 0.441 -0.266
C4 1.930 -0.182 1.115
N2 1.572 -1.557 1.320
H1 -2.581 1.128 1.382
H2 -2.825 -0.135 0.637
H3 -0.639 2.019 0.656
H4 -0.358 -0.517 -0.972
H5 1.732 1.504 -0.289
H6 1.976 -0.090 -1.062
H7 1.483 0.400 1.920
H8 2.997 0.008 1.143
H9 0.573 -1.682 1.255
H10 2.070 -2.247 0.780
O1 -2.137 -0.602 -2.450
H11 -2.219 -0.819 -3.373
H12 -1.809 0.284 -2.285

---

[3]
This record from the OMol25 dataset describes a molecular structure, C7H14O2. The level of theory is ωB97M-V/def2-TZVPD.

Output
Total charge   0
Energy relative to the best compared isomer or geometry (same formula, charge and spin)   5.046 eV
Orbital gap (spin up / spin down)   8.3 / 8.3 eV
LUMO (spin up / spin down)   0.6 / 0.6 eV

Geometry (Å):
C1 -0.230 -1.219 -0.052
C2 -1.148 0.142 0.139
C3 1.303 -0.012 0.183
C4 -1.532 1.000 -1.034
C5 1.692 0.752 -1.053
C6 1.413 0.744 1.481
C7 -1.991 -1.134 0.230
O1 0.198 -2.181 0.852
O2 -2.872 -1.424 -0.608
H1 -0.469 -2.874 0.929
H2 0.060 -1.428 -1.080
H3 -1.048 0.656 1.088
H4 1.908 -0.913 0.255
H5 -2.123 -1.401 1.301
H6 -0.937 1.906 -1.129
H7 -2.573 1.303 -0.897
H8 -1.520 0.423 -1.958
H9 2.764 0.968 -0.995
H10 1.204 1.722 -1.121
H11 1.520 0.179 -1.963
H12 2.465 0.996 1.652
H13 1.080 0.128 2.314
H14 0.835 1.667 1.467

---

[4]
This record from the OMol25 dataset describes a molecular structure, C35H28ClGeIrN4O2S2. The level of theory is ωB97M-V/def2-TZVPD.

Output
Total charge   -2
Spin multiplicity   5
Energy relative to the best compared isomer or geometry (same formula, charge and spin)   0.542 eV
Orbital gap (spin up / spin down)   4.1 / 6.2 eV
LUMO (spin up / spin down)   4.2 / 4.2 eV

Geometry (Å):
Ir1 1.063 1.621 1.025
S1 -1.626 4.817 2.914
C1 -1.241 3.666 4.140
C2 -0.461 2.657 3.675
C3 -0.137 2.756 2.278
C4 -0.688 3.903 1.752
C5 -0.574 4.266 0.358
C6 -1.412 5.181 -0.299
C7 -1.338 5.309 -1.670
C8 -0.420 4.539 -2.374
C9 0.425 3.720 -1.646
N1 0.378 3.600 -0.325
H1 -1.623 3.811 5.141
H2 -0.112 1.846 4.306
H3 -2.126 5.749 0.282
H4 -1.997 5.990 -2.196
H5 -0.361 4.566 -3.454
H6 1.192 3.133 -2.145
S2 3.342 2.169 2.341
C10 4.060 0.586 2.497
N2 3.372 -0.329 3.271
C11 3.694 -1.680 3.191
C12 4.847 -2.044 2.563
C13 5.637 -1.036 1.992
N3 5.197 0.280 1.928
H7 2.429 -0.087 3.580
H8 2.985 -2.369 3.627
H9 5.134 -3.086 2.496
H10 6.573 -1.256 1.490
N4 3.330 0.428 -0.708
C14 2.438 0.816 -0.057
H11 4.256 0.046 -0.733
C15 -0.357 0.802 -0.026
Ge1 -0.763 -0.727 -1.062
C16 -1.490 -0.035 -2.797
C17 -2.171 1.187 -2.764
C18 -2.616 1.803 -3.927
C19 -2.371 1.214 -5.163
C20 -1.700 0.000 -5.220
C21 -1.275 -0.619 -4.047
C22 -2.306 -1.698 -0.292
C23 -3.012 -1.106 0.755
C24 -4.125 -1.731 1.309
C25 -4.552 -2.957 0.813
C26 -3.861 -3.557 -0.234
C27 -2.746 -2.930 -0.779
C28 0.575 -2.080 -1.609
C29 0.718 -3.292 -0.935
C30 1.751 -4.169 -1.244
C31 2.667 -3.844 -2.235
C32 2.546 -2.636 -2.911
C33 1.515 -1.762 -2.592
H12 -2.327 1.667 -1.801
H13 -3.142 2.750 -3.872
H14 -2.694 1.704 -6.076
H15 -1.500 -0.464 -6.181
H16 -0.766 -1.576 -4.107
H17 -2.661 -0.153 1.143
H18 -4.648 -1.266 2.136
H19 -5.416 -3.448 1.246
H20 -4.193 -4.513 -0.627
H21 -2.207 -3.401 -1.597
H22 0.014 -3.547 -0.149
H23 1.853 -5.101 -0.700
H24 3.477 -4.523 -2.473
H25 3.271 -2.364 -3.670
H26 1.444 -0.810 -3.106
Cl1 -2.114 -1.206 4.818
C34 -0.893 -1.914 3.705
C35 0.295 -0.965 3.427
O1 0.879 -0.486 4.425
O2 0.590 -0.843 2.215
H27 -1.399 -2.152 2.779
H28 -0.527 -2.819 4.184

---

[5]
This record from the OMol25 dataset describes 2 unconnected molecules or ions with the total composition C5H8NO5. The level of theory is ωB97M-V/def2-TZVPD.

Output
Total charge   +1
Energy relative to the best compared isomer or geometry (same formula, charge and spin)   0.000 eV
Orbital gap   8.7 eV
LUMO   -3.3 eV

Geometry (Å):
C1 -3.114 1.132 0.086
C2 -2.568 0.225 0.964
C3 -1.256 0.011 0.583
C4 -1.103 0.678 -0.588
C5 2.547 -0.531 -0.758
N1 3.613 -0.722 -1.548
O1 -2.196 1.371 -0.885
O2 -3.202 -0.241 2.102
O3 -0.321 -0.963 0.916
O4 2.464 0.429 0.137
O5 1.591 -1.324 -0.716
H1 -3.992 1.771 -0.066
H2 4.550 -0.271 -1.332
H3 0.599 -1.180 -0.061
H4 3.649 -1.645 -1.919
H5 -3.818 0.426 2.323
H6 -0.261 -1.101 1.863
H7 3.048 1.220 0.104
H8 -0.229 0.715 -1.206

---

[6]
This record from the OMol25 dataset describes 2 unconnected molecules or ions with the total composition C3H2BrI. The level of theory is ωB97M-V/def2-TZVPD.

Output
Total charge   0
Energy relative to the best compared isomer or geometry (same formula, charge and spin)   1.776 eV
Orbital gap (spin up / spin down)   7.1 / 5.8 eV
LUMO (spin up / spin down)   -1.3 / -2.1 eV

Geometry (Å):
C1 -0.876 0.149 -0.671
C2 -0.660 0.311 0.634
C3 0.233 -0.562 -0.078
Br1 0.778 -2.323 0.062
I1 2.888 1.296 0.035
H1 -1.454 0.352 -1.539
H2 -0.908 0.778 1.557

---

[7]
This record from the OMol25 dataset describes 6 unconnected molecules or ions with the total composition C33H27Br2FNO20. The level of theory is ωB97M-V/def2-TZVPD.

Output
Total charge   +1
Orbital gap   6.4 eV
LUMO   -4.6 eV

Geometry (Å):
C1 -1.175 -1.179 3.028
C2 0.002 -0.401 2.397
Br1 0.836 -1.502 1.035
C3 0.958 0.019 3.565
Br2 2.848 0.054 3.151
N1 0.487 1.367 4.059
F1 -0.107 1.206 5.291
H1 -1.574 -0.574 3.849
H2 -1.935 -1.413 2.294
H3 -0.763 -2.077 3.489
H4 -0.413 0.468 1.885
H5 0.808 -0.675 4.385
H6 -0.228 1.792 3.460
H7 1.292 1.996 4.193
C4 0.712 6.576 0.898
C5 0.598 5.262 1.107
C6 1.337 4.571 2.212
O1 1.164 3.360 2.363
C7 2.221 5.349 3.050
C8 2.346 6.670 2.843
C9 1.583 7.374 1.755
O2 1.731 8.570 1.636
O3 3.136 7.430 3.578
O4 -0.178 4.483 0.346
H8 0.183 7.086 0.106
H9 2.764 4.834 3.830
H10 3.047 8.344 3.237
H11 -0.077 3.577 0.683
C10 3.060 11.368 0.573
C11 3.107 11.448 -0.760
C12 3.656 12.652 -1.465
O5 3.681 12.641 -2.681
C13 4.127 13.769 -0.656
C14 4.079 13.691 0.679
C15 3.551 12.476 1.382
O6 3.555 12.465 2.599
O7 4.494 14.677 1.473
O8 2.675 10.470 -1.560
H12 2.667 10.505 1.092
H13 4.508 14.638 -1.174
H14 4.353 14.366 2.387
H15 2.829 10.787 -2.471
C16 2.936 -4.117 -0.817
C17 2.809 -4.769 -1.978
C18 3.984 -5.398 -2.665
O9 3.785 -5.989 -3.707
C19 5.297 -5.262 -2.046
C20 5.422 -4.604 -0.887
C21 4.244 -3.996 -0.190
O10 4.426 -3.418 0.868
O11 6.596 -4.445 -0.274
O12 1.638 -4.909 -2.596
H16 2.097 -3.665 -0.310
H17 6.140 -5.706 -2.555
H18 6.410 -3.943 0.542
H19 1.820 -5.422 -3.409
C22 -2.676 -7.306 -3.378
C23 -2.883 -8.613 -3.180
C24 -2.128 -9.388 -2.142
O13 -2.381 -10.568 -2.005
C25 -1.127 -8.683 -1.348
C26 -0.920 -7.377 -1.547
C27 -1.693 -6.599 -2.570
O14 -1.468 -5.406 -2.675
O15 -0.020 -6.675 -0.853
O16 -3.771 -9.316 -3.881
H20 -3.221 -6.738 -4.118
H21 -0.577 -9.252 -0.612
H22 -0.063 -5.764 -1.205
H23 -3.723 -10.229 -3.540
C28 -7.281 -4.870 -0.306
C29 -6.347 -4.797 -1.259
C30 -6.362 -5.698 -2.456
O17 -5.484 -5.556 -3.286
C31 -7.418 -6.696 -2.558
C32 -8.353 -6.773 -1.603
C33 -8.352 -5.855 -0.417
O18 -9.241 -5.972 0.403
O19 -9.343 -7.662 -1.636
O20 -5.336 -3.924 -1.220
H24 -7.281 -4.224 0.560
H25 -7.409 -7.351 -3.417
H26 -9.877 -7.502 -0.835
H27 -4.816 -4.086 -2.031

---

[8]
This record from the OMol25 dataset describes a single C5H4N2 molecule. The level of theory is ωB97M-V/def2-TZVPD.

Output
Total charge   0
Energy relative to the best compared isomer or geometry (same formula, charge and spin)   1.888 eV
Orbital gap   10.1 eV
LUMO   1.0 eV

Geometry (Å):
C1 -0.947 -2.232 -1.462
C2 -0.445 -1.276 -0.925
C3 0.042 -0.156 -0.198
C4 -0.502 1.103 -0.043
C5 0.273 1.697 0.976
N1 1.249 0.894 1.383
N2 1.092 -0.216 0.662
H1 -1.405 -3.073 -1.930
H2 -1.296 1.520 -0.634
H3 0.145 2.667 1.441
H4 1.783 -0.945 0.725